# C3H9FN2

One molecule with the formula C3H9FN2 at a distorted geometry (the ωB97M-V functional and the def2-TZVPD basis, the OMol25 dataset).

ORCA input file:
```
! RIJCOSX wB97M-V def2-TZVPD def2/J DEFGRID3
* xyz 0 1
N 2.36503 0.38648 -0.26987
C 1.22982 -0.44134 0.11363
C -0.05183 0.30574 -0.18651
F 0.19420 1.63926 0.31497
C -1.27064 -0.34632 0.33045
N -2.35757 0.51265 -0.19680
H 3.17496 -0.21417 -0.02284
H 2.35589 1.28375 0.17099
H 1.27096 -1.42986 -0.46951
H 1.26875 -0.79198 1.16997
H -0.19884 0.37319 -1.21036
H -1.19289 -1.41504 -0.00687
H -1.23909 -0.40628 1.43591
H -3.27236 0.12816 0.04322
H -2.27637 0.41574 -1.21638
*
```

Its largest force on an atom is 2.93 eV/A. The relative energy (zero: lowest compared OMol25 entry of this formula, charge and spin) comes out at 49.5 kJ/mol. As for the HOMO-LUMO gap: 10.27 eV.

***

# CH2N4O2

One molecule with the formula CH2N4O2 at a distorted geometry (the ωB97M-V functional and the def2-TZVPD basis, the OMol25 dataset).

ORCA input file:
```
! RIJCOSX wB97M-V def2-TZVPD def2/J DEFGRID3
* xyz 0 1
N -2.88876 -2.07173 0.15375
C -2.14622 -1.21660 -0.08293
N -1.34440 -0.27487 -0.37380
N 0.09908 -0.44471 -0.14545
N -1.88817 1.22053 -0.06254
O -3.06111 1.29555 -0.07397
O -1.00256 1.91826 0.18603
H 0.27888 -0.14788 0.84436
H 0.48614 0.40916 -0.65241
*
```

Its largest force on an atom is 5.18 eV/A. The relative energy (zero: lowest compared OMol25 entry of this formula, charge and spin) comes out at 450.7 kJ/mol. As for the HOMO-LUMO gap: 10.19 eV.

***

# H5N2O2PS

A 2-piece molecular cluster, H5N2O2PS overall at a distorted geometry (the ωB97M-V functional and the def2-TZVPD basis, the OMol25 dataset).

ORCA input file:
```
! RIJCOSX wB97M-V def2-TZVPD def2/J DEFGRID3
* xyz 0 1
N 0.50150 -1.32164 0.67554
N 1.58770 -0.44532 0.93442
P 2.86680 -0.33524 -0.18185
O 2.78867 -1.28655 -1.26439
S 4.34255 0.94416 0.17363
H -0.19397 -0.75503 0.14223
H 0.96565 -2.10246 0.00299
H 1.48656 -0.01958 1.86966
O -1.00225 0.93919 -0.79825
H -1.57100 1.64502 -0.52546
H -0.13330 1.45136 -0.91654
*
```

Its largest force on an atom is 4.10 eV/A. The relative energy (zero: lowest compared OMol25 entry of this formula, charge and spin) comes out at 129.6 kJ/mol. As for the HOMO-LUMO gap: 9.43 eV.

***

# C4H3CeLi2O2

C4H3CeLi2O2 as an isolated structure at a distorted geometry (the ωB97M-V functional and the def2-TZVPD basis, the OMol25 dataset).

ORCA input file:
```
! RIJCOSX wB97M-V def2-TZVPD def2/J DEFGRID3
* xyz 1 3
C 1.54915 -0.61800 -0.15657
O 1.27605 -1.83493 0.19242
Ce -0.08794 0.19869 -2.54286
Li 1.31286 -2.62915 1.78331
H 2.28424 0.42608 0.41711
C 0.80790 0.41038 0.44663
C -0.21930 1.48503 0.27774
C -1.40590 1.29456 -0.35208
O -1.79502 0.30589 -1.25703
Li -1.90280 -0.90052 0.23039
H 0.36695 -0.20728 1.25703
H -2.18618 2.06923 -0.29606
*
```

Its largest force on an atom is 3.37 eV/A. As for the expectation value of S²: 2.002. As for the HOMO-LUMO gap (spin up / spin down): 5.25 / 6.06 eV.

***

# C7H14N3O

An isolated ion of composition C7H14N3O and charge +1 at a distorted geometry (the ωB97M-V functional and the def2-TZVPD basis, the OMol25 dataset).

ORCA input file:
```
! RIJCOSX wB97M-V def2-TZVPD def2/J DEFGRID3
* xyz 1 1
H -1.08651 0.99021 -1.45015
N -2.10510 0.92060 -1.31750
N -2.43357 0.39795 -0.26932
C -3.79495 0.22876 0.08602
C -1.39908 -0.14206 0.76334
O -1.82879 -0.62538 1.76245
N -0.21003 0.21563 0.38344
C 1.01622 -0.10008 0.27177
C 2.03250 0.97081 0.44964
C 1.46513 2.38643 0.42305
C 1.48015 -1.46159 -0.11922
C 0.38032 -2.48999 -0.34950
H -3.84712 -0.12963 1.11575
H -4.27387 -0.49437 -0.58065
H -4.33609 1.16863 -0.04431
H 2.49597 0.79518 1.42775
H 2.82513 0.85195 -0.29035
H 0.91708 2.57099 -0.49869
H 2.27747 3.10387 0.47722
H 0.80392 2.56345 1.26774
H 2.10112 -1.36432 -1.01453
H 2.14964 -1.80472 0.67626
H -0.13169 -2.73199 0.57905
H 0.81201 -3.40752 -0.74180
H -0.34918 -2.13173 -1.07571
*
```

Its largest force on an atom is 2.00 eV/A. The relative energy (zero: lowest compared OMol25 entry of this formula, charge and spin) comes out at 235.7 kJ/mol. As for the HOMO-LUMO gap: 8.72 eV.

***

# C6H8CdO6

C6H8CdO6 as an isolated structure at a distorted geometry (the ωB97M-V functional and the def2-TZVPD basis, the OMol25 dataset).

ORCA input file:
```
! RIJCOSX wB97M-V def2-TZVPD def2/J DEFGRID3
* xyz 1 2
O 2.41503 -0.07136 -0.17646
C 3.40735 -0.50039 0.72717
O 4.07104 -1.47801 0.48689
O 3.39487 0.31910 1.70287
C 1.86164 -0.94202 -1.17220
H 2.64537 -1.08373 -1.93491
H 1.63391 -1.92300 -0.73180
C 0.64328 -0.29847 -1.72326
H 0.75562 0.52685 -2.42898
H -0.27739 -0.88214 -1.74600
O -1.24479 0.45427 1.47467
C -0.98871 1.26990 0.48202
C -2.54147 -0.15216 1.29751
O 0.16246 1.64153 0.17697
O -1.96534 1.36783 -0.38020
C -3.06702 0.52727 0.02540
H -3.14099 0.06267 2.18663
H -2.39877 -1.23188 1.18679
H -3.93759 1.16577 0.20096
H -3.26631 -0.17569 -0.78908
Cd 1.83782 1.40367 1.13504
*
```

Its largest force on an atom is 3.71 eV/A. As for the expectation value of S²: 0.753. As for the HOMO-LUMO gap (spin up / spin down): 7.97 / 9.02 eV.

***

# C6H12O2

A 2-piece molecular cluster, C6H12O2 overall at a distorted geometry (the ωB97M-V functional and the def2-TZVPD basis, the OMol25 dataset).

ORCA input file:
```
! RIJCOSX wB97M-V def2-TZVPD def2/J DEFGRID3
* xyz 0 1
C 1.29925 1.11703 -0.89923
C 0.64731 0.01508 -1.25625
C -0.21895 -0.09831 -2.47545
O 0.81609 -1.24868 -0.66762
C 1.85902 -1.41730 0.26586
H 1.13394 2.03261 -1.43865
H 1.92634 1.17454 -0.02818
H 0.32493 -0.58183 -3.28521
H -0.57286 0.87671 -2.79671
H -1.08909 -0.71812 -2.26445
H 2.82266 -1.05765 -0.10797
H 1.91799 -2.48619 0.46674
H 1.62780 -0.87991 1.19028
C -2.40586 0.45834 2.07837
C -0.96546 0.43381 1.67943
O -0.04955 0.16619 2.40630
H -2.75734 1.48862 2.09931
H -2.99246 -0.09145 1.34462
H -2.53631 0.02019 3.06519
H -0.78745 0.79631 0.62362
*
```

Its largest force on an atom is 1.73 eV/A. The relative energy (zero: lowest compared OMol25 entry of this formula, charge and spin) comes out at 206.8 kJ/mol. As for the HOMO-LUMO gap: 9.85 eV.

***

# C30H59GaN2Sb2Si

C30H59GaN2Sb2Si as an isolated structure at a distorted geometry (the ωB97M-V functional and the def2-TZVPD basis, the OMol25 dataset).

ORCA input file:
```
! RIJCOSX wB97M-V def2-TZVPD def2/J DEFGRID3
* xyz 2 1
Ga -0.17485 0.25525 -0.20803
C -3.50327 -1.23723 -2.43543
Sb -2.76235 -0.76380 -0.50685
C -4.31478 0.55624 0.07388
C -3.35946 -2.53815 0.52075
C -2.47973 -3.71172 0.16668
C -2.72337 -4.39031 -1.02712
C -1.93262 -5.45489 -1.42965
C -0.88605 -5.87417 -0.62089
C -0.64754 -5.22779 0.58229
C -1.42280 -4.14303 0.99001
C -1.11543 -3.44655 2.28826
Sb 0.22226 -1.80967 1.95135
C 0.78667 -1.42370 3.95737
C 1.94053 -2.98374 1.47216
H -4.54746 -1.51843 -2.29997
H -2.96338 -2.06178 -2.89561
H -3.44859 -0.36298 -3.08313
H -5.25117 -0.00149 0.06402
H -4.37945 1.37765 -0.63950
H -4.14738 0.95803 1.06821
H -4.38111 -2.68740 0.16818
H -3.40840 -2.31463 1.58293
H -3.56929 -4.09573 -1.63864
H -2.15292 -5.97298 -2.35382
H -0.27951 -6.72289 -0.90854
H 0.14425 -5.58405 1.23212
H -0.58779 -4.08149 3.00020
H -2.01106 -3.07633 2.78151
H 1.18975 -2.35842 4.34473
H -0.08007 -1.12696 4.54597
H 1.54280 -0.64794 4.01892
H 2.10036 -3.68181 2.29466
H 2.82541 -2.35511 1.38052
H 1.79509 -3.55663 0.55745
C 2.01759 -1.03525 -1.46709
C 2.71348 -1.86459 -2.57589
N 1.71643 -2.45874 -3.45380
C 0.95337 -1.40113 -4.10075
C 0.25036 -0.50666 -3.04305
N 0.52619 -1.04240 -1.67201
C 0.04809 -2.45956 -1.62953
C 0.81902 -3.30297 -2.67862
H 2.34187 0.00433 -1.47746
H 2.20963 -1.44514 -0.48179
H 3.31444 -2.66059 -2.13603
H 3.37757 -1.23715 -3.16927
H 0.21862 -1.85362 -4.76616
H 1.62862 -0.80381 -4.71148
H -0.83314 -0.50100 -3.17853
H 0.60462 0.51792 -3.08338
H -1.01629 -2.45923 -1.85185
H 0.17749 -2.83744 -0.61791
H 0.11749 -3.78426 -3.35973
H 1.39667 -4.08925 -2.19193
C 2.85032 3.61723 1.94823
C 2.48104 2.44520 1.00608
C 2.83525 1.13650 1.71448
C 3.38446 2.53064 -0.23557
Si 0.63516 2.65312 0.61897
C -0.49187 2.87876 2.12647
C -0.41610 4.37439 2.52594
C -1.95475 2.52863 1.85622
C -0.03737 2.04527 3.32986
C 0.24343 3.77621 -0.85579
C -1.25479 4.09272 -0.98476
C 0.67860 3.16969 -2.19145
C 0.97929 5.11957 -0.62826
H 3.92994 3.59446 2.12550
H 2.36168 3.54378 2.91931
H 2.61871 4.59531 1.52106
H 3.91908 1.10007 1.86609
H 2.56889 0.25965 1.11835
H 2.36683 1.04664 2.69186
H 4.42413 2.52357 0.10422
H 3.25059 3.43191 -0.82778
H 3.25879 1.67599 -0.90266
H -0.78322 5.03886 1.74329
H 0.59200 4.68973 2.79375
H -1.04779 4.53610 3.40528
H -2.44255 3.19363 1.14883
H -2.50543 2.59406 2.80009
H -2.06896 1.50874 1.48908
H 0.93599 2.34540 3.71844
H 0.00237 0.98149 3.09986
H -0.75966 2.17807 4.14103
H -1.85738 3.19303 -1.14440
H -1.39379 4.73491 -1.85927
H -1.65771 4.62953 -0.12741
H 0.12359 2.25380 -2.39141
H 1.74725 2.95923 -2.25248
H 0.43532 3.86886 -2.99718
H 0.66998 5.60527 0.30042
H 0.71557 5.80017 -1.44378
H 2.06367 5.03493 -0.61922
*
```

Its largest force on an atom is 1.11 eV/A. The relative energy (zero: lowest compared OMol25 entry of this formula, charge and spin) comes out at 0.0 kJ/mol. As for the HOMO-LUMO gap: 8.36 eV.